{
  "formula": "C3H2AgFO2",
  "method": "ωB97M-V/def2-TZVPD",
  "symbols": ["H", "C", "C", "O", "C", "O", "H", "F", "Ag"],
  "positions_angstrom": [[-1.194874, -0.048798, -1.414408], [0.167265, 1.039236, 0.351160], [-0.055028, -0.180068, -0.372744], [0.991350, -0.555922, -1.171331], [0.934488, -1.603825, -2.006351], [-0.171950, 1.244356, 1.531100], [0.608990, 1.843696, -0.269538], [-0.491334, -1.230363, 0.418747], [-0.788908, -0.508310, 2.933365]],
  "forces_ev_per_angstrom": [[1.66, -0.53, 1.65], [0.52, 0.65, 0.99], [-1.80, -1.18, -2.71], [-0.16, -0.28, 0.91], [-0.52, 0.99, 0.17], [0.07, 0.25, -1.26], [-0.06, -0.19, 0.22], [0.44, 0.50, -0.46], [-0.15, -0.20, 0.49]],
  "homo_ev": [-1.7, -2.1],
  "multiplicity": 2,
  "total_energy_ev": -13947.1188,
  "homo_lumo_gap_ev": [4.698, 5.199],
  "total_charge": -1,
  "lumo_energy_ev": [3.01, 3.09]
}

{
  "formula": "C3H2BaLiO2",
  "method": "ωB97M-V/def2-TZVPD",
  "symbols": ["C", "C", "H", "H", "O", "C", "O", "Li", "Ba"],
  "positions_angstrom": [[-2.984053, -1.099524, 0.041071], [-3.170344, 0.186246, 0.062921], [-3.948431, -1.624330, -0.030127], [-3.980487, 0.905617, -0.045980], [-1.936715, 1.185751, 0.115029], [-0.757390, 0.929523, -0.121512], [-0.111308, -0.137672, -0.164182], [-1.192260, -2.038048, -0.122443], [2.702418, -0.062417, 0.221364]],
  "forces_ev_per_angstrom": [[0.12, 0.75, -0.03], [-0.78, -0.97, -0.29], [0.27, 0.10, 0.07], [0.34, -0.19, 0.23], [0.85, 0.35, -0.45], [-0.60, 0.29, 0.66], [1.33, -0.93, -0.01], [-0.55, 0.26, -0.01], [-1.00, 0.35, -0.17]],
  "homo_ev": [-14.8, -15.2],
  "multiplicity": 2,
  "total_energy_ev": -8117.6046,
  "homo_lumo_gap_ev": [5.491, 5.747],
  "total_charge": 2,
  "lumo_energy_ev": [-9.32, -9.42]
}

{
  "formula": "C3H2Br2N2O",
  "method": "ωB97M-V/def2-TZVPD",
  "symbols": ["O", "C", "C", "Br", "C", "N", "N", "Br", "H", "H"],
  "positions_angstrom": [[0.786997, 1.816503, 1.008162], [0.440093, 0.773303, 0.471166], [-0.913493, 0.243423, 0.027574], [-2.272843, 1.692817, -0.180165], [-0.566872, -0.992829, -0.640376], [0.674764, -1.198186, -0.594160], [1.289143, -0.184596, 0.046246], [3.147371, -0.108222, -0.074206], [-1.322136, -0.341934, 1.012467], [-1.263020, -1.700283, -1.076710]],
  "forces_ev_per_angstrom": [[-1.01, -1.25, -0.52], [0.85, 2.93, 0.58], [-2.00, 0.19, 4.62], [1.02, -1.35, -0.45], [-1.09, -0.01, -2.11], [0.94, -1.84, -0.60], [1.23, -0.66, -0.22], [-0.89, 0.18, 0.23], [0.73, 1.76, -1.56], [0.22, 0.05, 0.04]],
  "homo_ev": -9.6,
  "smiles": "O=C1[C@@H](Br)C=NN1Br",
  "total_energy_ev": -148253.2523,
  "homo_lumo_gap_ev": 9.021,
  "total_charge": 0,
  "lumo_energy_ev": -0.56
}

What did the third record say?
{
  "formula": "C3H2Br2N2O",
  "method": "ωB97M-V/def2-TZVPD",
  "symbols": ["O", "C", "C", "Br", "C", "N", "N", "Br", "H", "H"],
  "positions_angstrom": [[0.786997, 1.816503, 1.008162], [0.440093, 0.773303, 0.471166], [-0.913493, 0.243423, 0.027574], [-2.272843, 1.692817, -0.180165], [-0.566872, -0.992829, -0.640376], [0.674764, -1.198186, -0.594160], [1.289143, -0.184596, 0.046246], [3.147371, -0.108222, -0.074206], [-1.322136, -0.341934, 1.012467], [-1.263020, -1.700283, -1.076710]],
  "forces_ev_per_angstrom": [[-1.01, -1.25, -0.52], [0.85, 2.93, 0.58], [-2.00, 0.19, 4.62], [1.02, -1.35, -0.45], [-1.09, -0.01, -2.11], [0.94, -1.84, -0.60], [1.23, -0.66, -0.22], [-0.89, 0.18, 0.23], [0.73, 1.76, -1.56], [0.22, 0.05, 0.04]],
  "homo_ev": -9.6,
  "smiles": "O=C1[C@@H](Br)C=NN1Br",
  "total_energy_ev": -148253.2523,
  "homo_lumo_gap_ev": 9.021,
  "total_charge": 0,
  "lumo_energy_ev": -0.56
}

What did the third record say?
{
  "formula": "C3H2Br2N2O",
  "method": "ωB97M-V/def2-TZVPD",
  "symbols": ["O", "C", "C", "Br", "C", "N", "N", "Br", "H", "H"],
  "positions_angstrom": [[0.786997, 1.816503, 1.008162], [0.440093, 0.773303, 0.471166], [-0.913493, 0.243423, 0.027574], [-2.272843, 1.692817, -0.180165], [-0.566872, -0.992829, -0.640376], [0.674764, -1.198186, -0.594160], [1.289143, -0.184596, 0.046246], [3.147371, -0.108222, -0.074206], [-1.322136, -0.341934, 1.012467], [-1.263020, -1.700283, -1.076710]],
  "forces_ev_per_angstrom": [[-1.01, -1.25, -0.52], [0.85, 2.93, 0.58], [-2.00, 0.19, 4.62], [1.02, -1.35, -0.45], [-1.09, -0.01, -2.11], [0.94, -1.84, -0.60], [1.23, -0.66, -0.22], [-0.89, 0.18, 0.23], [0.73, 1.76, -1.56], [0.22, 0.05, 0.04]],
  "homo_ev": -9.6,
  "smiles": "O=C1[C@@H](Br)C=NN1Br",
  "total_energy_ev": -148253.2523,
  "homo_lumo_gap_ev": 9.021,
  "total_charge": 0,
  "lumo_energy_ev": -0.56
}

What did the second record say?
{
  "formula": "C3H2BaLiO2",
  "method": "ωB97M-V/def2-TZVPD",
  "symbols": ["C", "C", "H", "H", "O", "C", "O", "Li", "Ba"],
  "positions_angstrom": [[-2.984053, -1.099524, 0.041071], [-3.170344, 0.186246, 0.062921], [-3.948431, -1.624330, -0.030127], [-3.980487, 0.905617, -0.045980], [-1.936715, 1.185751, 0.115029], [-0.757390, 0.929523, -0.121512], [-0.111308, -0.137672, -0.164182], [-1.192260, -2.038048, -0.122443], [2.702418, -0.062417, 0.221364]],
  "forces_ev_per_angstrom": [[0.12, 0.75, -0.03], [-0.78, -0.97, -0.29], [0.27, 0.10, 0.07], [0.34, -0.19, 0.23], [0.85, 0.35, -0.45], [-0.60, 0.29, 0.66], [1.33, -0.93, -0.01], [-0.55, 0.26, -0.01], [-1.00, 0.35, -0.17]],
  "homo_ev": [-14.8, -15.2],
  "multiplicity": 2,
  "total_energy_ev": -8117.6046,
  "homo_lumo_gap_ev": [5.491, 5.747],
  "total_charge": 2,
  "lumo_energy_ev": [-9.32, -9.42]
}